Below is C7H14F3HgO4S as an isolated structure in a non-equilibrium geometry, with properties calculated with wB97M-V/def2-TZVPD.

The value obtained for the frontier orbital gap (spin up / spin down) is 4.3 / 4.9 eV. The calculation puts the HOMO energy (spin up / spin down) at -10.643 / -10.728 eV. Its charge is +1. Its LUMO energy (spin up / spin down) is -6.357 / -5.781 eV. As for the spin multiplicity: 1. Its total energy is -1426.258445 Ha.

Geometry (Å):
S -0.52069 -1.56316 -2.46073
O -1.30538 -1.57387 -1.15195
C -1.04531 -1.02376 -4.12622
F -2.17809 -0.35427 -4.11080
F -0.23144 -0.33585 -4.90069
F -1.23973 -2.21761 -4.69831
C 2.10426 1.91157 1.13624
O 1.28993 1.06748 0.25762
C 2.09973 0.99611 -0.87918
C 0.16373 2.37856 -1.07958
O 0.17697 0.35793 -2.00422
C -1.72517 0.54749 1.87227
C -1.29195 -0.72629 2.55091
O -0.52053 -1.50332 1.60083
C -0.30860 -2.84673 1.99198
Hg -0.48518 -0.19965 0.06118
H 1.74935 1.78167 2.16571
H 3.14861 1.60300 1.30267
H 2.32758 2.97349 0.98915
H 2.44532 0.85214 -1.92080
H 3.20379 0.97237 -0.79706
H 0.35356 2.90049 -2.02656
H -0.46656 3.13687 -0.60691
H -2.50538 1.25271 1.53905
H -1.75528 1.19205 2.77041
H -2.14750 -1.32286 2.90071
H -0.63555 -0.56995 3.42206
H 0.61834 -3.21256 1.53412
H -0.19830 -3.00416 3.07357
H -1.12054 -3.46989 1.59455